Molecular formula: C3H4N2O
Method: DFT, wB97M-V/def2-TZVPD

The geometry in XYZ format:
```
10
Properties=species:S:1:pos:R:3:forces:R:3
O -1.4759 -0.7884 -0.6399 -0.125 0.093 -0.584
C 0.7798 -0.9014 -0.2662 -0.313 0.071 0.172
C -0.2432 -0.2075 -0.8958 0.425 -0.009 -0.324
N -0.1178 1.3326 0.3410 -0.046 -0.216 0.767
N 0.5624 0.8665 1.2568 -0.096 0.159 -0.080
C 1.0617 -0.4655 0.9623 0.134 0.000 -0.235
H -1.4340 -1.5263 -1.2672 -0.619 -0.156 0.373
H -0.2548 0.3773 -1.8191 0.607 -0.257 0.135
H -0.4514 2.2736 0.5525 -0.092 -0.053 0.067
H 1.5815 -0.9615 1.7772 0.126 0.369 -0.291
```
Forces are in eV/Å.

spin multiplicity: 1
E: -301.2852 hartree
HOMO level: -0.32731 Eh
total charge: 0
energy above the lowest of the compared OMol25 structures with the same formula, charge and spin: 5.497 eV
gap between HOMO and LUMO: 8.69 eV